No. 1
Here is a molecular structure, C23H43Br2NO3PdS5Si from the Open Molecules 2025 dataset. Energies are from ωB97M-V/def2-TZVPD.

* highest occupied orbital energy (alpha / beta): -13.801 / -13.801 eV
* frontier orbital gap (alpha / beta): 4.1 / 4.2 eV
* net charge: +2
* E: -8738.4212 a.u.

Each line ends with the Mulliken charge.
CARTESIAN COORDINATES (ANGSTROEM)
Pd (-0.02, 1.10, -2.82)  1.0609
C (-0.01, -0.34, -5.70)  -0.7326
C (-0.31, -1.60, -4.91)  -1.0187
S (-0.93, -1.29, -3.21)  0.0247
C (0.09, -2.46, -2.27)  -0.6346
C (1.56, -2.08, -2.21)  -1.0354
S (1.88, -0.30, -1.84)  0.2598
C (3.09, 0.07, -3.16)  -1.1002
C (2.54, -0.05, -4.55)  -0.5585
S (1.00, 0.90, -4.79)  -0.0095
H (-0.92, 0.19, -5.98)  0.4118
H (0.53, -0.56, -6.62)  0.6314
H (0.56, -2.24, -4.84)  0.5061
H (-1.08, -2.17, -5.44)  0.6234
H (-0.04, -3.45, -2.71)  0.6244
H (-0.36, -2.47, -1.27)  0.2583
H (2.08, -2.33, -3.13)  0.5562
H (2.04, -2.62, -1.40)  0.5189
H (3.94, -0.60, -3.03)  0.5924
H (3.46, 1.08, -2.96)  0.4505
H (2.33, -1.09, -4.81)  0.3395
H (3.25, 0.33, -5.29)  0.6023
Br (-5.80, 1.25, -2.36)  -0.1127
C (-4.35, 1.71, -3.46)  -0.5944
C (-4.49, 2.59, -4.52)  -0.0610
C (-3.37, 2.90, -5.28)  -1.0125
C (-2.16, 2.32, -4.95)  -0.1840
N (-2.04, 1.44, -3.96)  0.3031
C (-3.10, 1.16, -3.21)  -0.0458
H (-5.45, 3.04, -4.74)  0.4870
H (-3.43, 3.60, -6.10)  0.4493
H (-1.26, 2.59, -5.49)  0.4863
H (-2.97, 0.48, -2.37)  0.3658
O (-0.92, 1.98, -1.17)  -0.4948
S (-0.30, 3.33, -1.51)  1.0911
O (-0.60, 3.57, -2.92)  -0.4761
O (-0.44, 4.35, -0.55)  -0.5057
S (1.60, 2.49, -1.78)  -0.1780
C (-1.01, 2.11, 3.10)  -2.0692
C (0.38, 1.45, 3.12)  2.4692
C (1.24, 2.12, 2.05)  -1.3784
C (1.02, 1.75, 4.49)  -1.7471
Si (0.22, -0.47, 2.89)  -1.0087
Br (-0.27, -0.65, 0.58)  -0.3025
C (1.90, -1.40, 3.00)  2.4173
C (3.02, -0.50, 2.44)  -1.9722
C (1.94, -2.71, 2.22)  -1.4824
C (2.22, -1.68, 4.48)  -1.7276
C (-1.28, -1.33, 3.73)  2.3810
C (-1.28, -0.97, 5.23)  -1.6979
C (-1.20, -2.85, 3.60)  -1.9275
C (-2.64, -0.90, 3.14)  -1.6695
H (-0.87, 3.19, 3.19)  0.6056
H (-1.64, 1.79, 3.93)  0.3745
H (-1.55, 1.91, 2.17)  0.3365
H (1.08, 3.19, 2.12)  0.6420
H (0.98, 1.79, 1.05)  -0.2252
H (2.30, 1.92, 2.21)  0.2547
H (1.04, 2.83, 4.63)  0.5366
H (2.05, 1.39, 4.55)  0.3164
H (0.46, 1.32, 5.32)  0.3192
H (2.80, -0.17, 1.42)  0.1572
H (3.95, -1.07, 2.42)  0.6529
H (3.20, 0.38, 3.05)  0.3410
H (1.91, -2.52, 1.14)  -0.0420
H (1.13, -3.39, 2.46)  0.3153
H (2.89, -3.22, 2.44)  0.5684
H (2.17, -0.78, 5.10)  0.3246
H (3.24, -2.06, 4.55)  0.5488
H (1.56, -2.43, 4.91)  0.3140
H (-0.36, -1.26, 5.73)  0.3028
H (-2.10, -1.50, 5.72)  0.5452
H (-1.44, 0.09, 5.39)  0.3190
H (-0.33, -3.28, 4.09)  0.3326
H (-1.21, -3.18, 2.56)  0.2636
H (-2.09, -3.28, 4.08)  0.6061
H (-2.86, 0.15, 3.30)  0.3243
H (-3.42, -1.48, 3.64)  0.5513
H (-2.71, -1.11, 2.07)  0.2415

=====

No. 2
Here is a molecular structure, C23H43F5GeN2O3RuSi3 from the Open Molecules 2025 dataset. Energies are from ωB97M-V/def2-TZVPD.

* highest occupied orbital energy (alpha / beta): -13.579 / -13.832 eV
* multiplicity: 5
* frontier orbital gap (alpha / beta): 7.6 / 5.8 eV
* ⟨S²⟩: 6.0422
* net charge: +2
* E: -4776.4956 a.u.

Each line ends with the Löwdin spin population.
CARTESIAN COORDINATES (ANGSTROEM)
Ru (0.07, 0.05, 1.16)  2.7970
C (3.52, 1.73, 3.77)  0.0007
N (3.88, 0.89, 2.63)  0.0091
C (5.31, 0.55, 2.54)  0.0010
C (3.00, 0.61, 1.70)  0.0073
O (1.83, 1.08, 1.73)  0.0433
C (3.39, -0.26, 0.52)  0.0024
O (2.22, -0.66, -0.18)  0.0448
C (2.10, -2.05, -0.42)  0.0018
C (1.46, -2.71, 0.78)  0.0095
O (1.04, -1.97, 1.70)  0.0751
N (1.35, -4.02, 0.80)  0.0091
C (0.68, -4.69, 1.92)  0.0014
C (1.82, -4.85, -0.31)  0.0011
H (3.93, 1.28, 4.67)  0.0001
H (2.44, 1.80, 3.85)  0.0001
H (3.94, 2.73, 3.65)  0.0002
H (5.63, 0.15, 3.50)  0.0002
H (5.88, 1.45, 2.32)  0.0004
H (5.50, -0.19, 1.78)  0.0001
H (3.97, -1.13, 0.83)  0.0004
H (4.01, 0.34, -0.16)  0.0003
H (3.07, -2.50, -0.65)  0.0003
H (1.47, -2.17, -1.30)  0.0004
H (0.51, -3.98, 2.72)  0.0005
H (1.32, -5.50, 2.28)  0.0002
H (-0.27, -5.11, 1.59)  0.0002
H (1.40, -4.52, -1.26)  0.0002
H (1.48, -5.87, -0.14)  0.0002
H (2.90, -4.86, -0.37)  0.0002
C (2.14, 2.79, -1.31)  0.0121
Si (1.05, 1.70, -2.35)  0.0521
C (1.98, 0.31, -3.15)  0.0053
C (0.14, 2.63, -3.67)  0.0062
Ge (-0.73, 0.90, -0.89)  0.2516
Si (-2.49, -0.06, -2.41)  0.1062
C (-3.03, 1.14, -3.71)  0.0077
C (-3.92, -0.54, -1.32)  0.0190
C (-1.53, -1.45, -3.17)  0.0393
Si (-1.93, 2.82, 0.32)  0.1766
C (-0.57, 3.50, 1.38)  0.0507
C (-2.42, 3.93, -1.07)  0.0494
C (-3.39, 2.28, 1.31)  0.0137
H (3.17, 2.73, -1.66)  0.0020
H (2.11, 2.50, -0.26)  -0.0001
H (1.83, 3.84, -1.37)  0.0000
H (2.38, 0.66, -4.10)  0.0008
H (1.34, -0.55, -3.37)  0.0001
H (2.82, -0.03, -2.54)  0.0001
H (0.85, 3.30, -4.18)  0.0009
H (-0.68, 3.24, -3.30)  0.0004
H (-0.25, 1.94, -4.42)  0.0003
H (-3.21, 2.15, -3.35)  0.0004
H (-3.99, 0.76, -4.09)  0.0018
H (-2.34, 1.18, -4.55)  -0.0001
H (-4.79, 0.08, -1.57)  0.0012
H (-3.70, -0.41, -0.26)  0.0022
H (-4.20, -1.58, -1.48)  0.0019
H (-1.08, -1.12, -4.11)  0.0004
H (-2.21, -2.29, -3.40)  0.0060
H (-0.75, -1.84, -2.52)  0.0034
H (0.14, 4.10, 0.81)  0.0005
H (-0.01, 2.72, 1.90)  0.0078
H (-1.02, 4.14, 2.15)  0.0079
H (-1.55, 4.38, -1.57)  -0.0001
H (-3.03, 4.75, -0.67)  0.0097
H (-3.02, 3.40, -1.80)  0.0005
H (-3.09, 1.96, 2.31)  0.0002
H (-3.97, 1.48, 0.84)  0.0011
H (-4.04, 3.15, 1.41)  0.0029
F (-1.65, -2.67, -0.28)  0.0108
C (-2.17, -2.16, 0.85)  0.0286
C (-1.65, -1.00, 1.40)  0.0011
C (-2.21, -0.61, 2.61)  0.0398
F (-1.66, 0.48, 3.23)  0.0367
C (-3.26, -1.24, 3.23)  -0.0051
F (-3.76, -0.81, 4.38)  -0.0041
C (-3.77, -2.38, 2.62)  0.0360
F (-4.78, -3.03, 3.18)  0.0130
C (-3.22, -2.85, 1.43)  -0.0028
F (-3.70, -3.95, 0.87)  -0.0035

=====

No. 3
Here is a molecular structure, C23H43GdN2OP3Se from the Open Molecules 2025 dataset. Energies are from ωB97M-V/def2-TZVPD.

* highest occupied orbital energy (alpha / beta): -16.470 / -16.469 eV
* multiplicity: 8
* frontier orbital gap (alpha / beta): 6.8 / 4.1 eV
* ⟨S²⟩: 16.0899
* net charge: +3
* E: -5277.0948 a.u.

Each line ends with the Löwdin spin population.
CARTESIAN COORDINATES (ANGSTROEM)
Gd (-1.03, -0.07, -0.11)  6.8394
P (-1.55, -2.43, 1.08)  0.1346
P (1.49, -0.62, 1.88)  -0.0179
P (1.55, -1.77, -1.37)  0.0056
H (-3.02, 2.41, -4.17)  0.0000
C (-2.88, 1.35, -4.20)  -0.0005
C (-2.49, 0.51, -3.21)  -0.0058
H (-2.19, 0.88, -2.23)  -0.0077
C (-3.01, -2.21, 2.16)  0.0153
C (-0.58, -3.65, 2.02)  0.0292
C (-2.20, -3.37, -0.34)  0.0183
C (2.78, 0.68, 1.94)  -0.0018
C (0.96, -0.41, 3.62)  -0.0010
C (2.61, -2.06, 2.17)  -0.0030
C (1.41, -1.87, -3.23)  0.0011
C (1.76, -3.58, -1.05)  0.0046
C (3.36, -1.31, -1.34)  0.0005
H (-3.23, 0.92, -5.16)  -0.0002
H (-2.54, -0.57, -3.45)  0.0001
H (-3.80, -1.69, 1.60)  0.0000
H (-2.73, -1.62, 3.05)  0.0004
H (-3.34, -3.22, 2.45)  0.0045
H (-0.13, -3.16, 2.90)  0.0003
H (0.21, -4.06, 1.38)  -0.0001
H (-1.31, -4.42, 2.32)  0.0078
H (-2.66, -2.68, -1.07)  -0.0002
H (-2.98, -4.03, 0.05)  0.0047
H (-1.39, -3.92, -0.84)  -0.0001
H (3.43, 0.51, 2.81)  -0.0005
H (2.28, 1.65, 2.06)  0.0000
H (3.36, 0.69, 1.01)  0.0000
H (1.81, -0.61, 4.28)  -0.0003
H (0.12, -1.07, 3.87)  0.0000
H (0.62, 0.63, 3.75)  0.0000
H (3.17, -1.87, 3.09)  -0.0006
H (3.33, -2.21, 1.35)  0.0000
H (2.03, -2.98, 2.29)  0.0000
H (2.37, -2.20, -3.69)  0.0002
H (1.16, -0.86, -3.59)  0.0001
H (0.64, -2.58, -3.53)  0.0000
H (2.31, -4.01, -1.89)  0.0010
H (0.76, -4.03, -0.99)  0.0001
H (2.31, -3.77, -0.12)  0.0000
H (3.83, -1.83, -2.19)  0.0001
H (3.85, -1.60, -0.41)  0.0000
H (3.48, -0.23, -1.49)  0.0000
C (1.19, 2.86, -2.95)  0.0000
C (-0.11, 3.26, -3.27)  0.0003
C (-0.31, 3.66, -4.61)  0.0001
C (0.72, 3.66, -5.55)  0.0000
C (2.03, 3.34, -5.14)  0.0001
C (2.26, 2.90, -3.85)  0.0000
Se (1.68, 1.70, -1.37)  -0.0024
H (1.25, 0.67, -2.31)  0.0002
H (-0.91, 3.26, -2.54)  0.0001
H (-1.31, 3.93, -4.93)  0.0000
H (0.51, 3.91, -6.60)  0.0000
H (2.87, 3.38, -5.83)  0.0000
H (3.24, 2.48, -3.54)  -0.0001
N (-2.70, 1.70, 5.69)  0.0001
C (-2.34, 0.98, 4.56)  -0.0001
O (-2.26, -0.24, 4.58)  -0.0002
C (-1.95, 1.81, 3.35)  -0.0006
C (-1.67, 3.18, 3.36)  -0.0001
C (-1.17, 3.83, 2.25)  0.0006
C (-0.93, 3.12, 1.10)  0.0024
N (-1.30, 1.81, 1.05)  -0.0095
C (-1.68, 1.11, 2.17)  -0.0126
H (-3.09, 1.17, 6.43)  0.0000
H (-3.02, 2.69, 5.62)  0.0000
H (-1.82, 3.74, 4.26)  -0.0001
H (-0.95, 4.89, 2.27)  0.0001
H (-0.43, 3.51, 0.21)  0.0004
H (-1.71, 0.00, 2.11)  -0.0068